1.
# C36H64O22S5

A 9-piece molecular cluster, C36H64O22S5 overall in a non-equilibrium geometry (wB97M-V/def2-TZVPD, OMol25).

The highest occupied orbital energy is -9.923 eV. The value obtained for the energy above the lowest of the compared OMol25 structures with the same formula, charge and spin is 0.00 kcal per mole. The structure (SMILES) is C[C@H]1COC(=O)O1.C[C@H]1COC(=O)O1.C[C@H]1COC(=O)O1.C[C@H]1COC(=O)O1.O=S1(=O)CCCC1.O=S1(=O)CCCC1.O=S1(=O)CCCC1.O=S1(=O)CCCC1.O=S1(=O)CCCC1. The calculated total energy is -5056.152594 Ha.

Geometry as ORCA input:
```
! RIJCOSX wB97M-V def2-TZVPD def2/J DEFGRID3
* xyz 0 1
O 3.55 5.51 -1.52
H -4.14 -3.76 -1.56
S -3.21 -3.11 -5.13
C -1.39 1.54 0.11
C -3.22 -4.14 -3.50
H 1.06 3.68 0.21
H -6.39 4.23 -5.20
O 2.34 1.32 3.85
O -2.56 -0.82 0.63
C -0.39 -0.03 2.10
C 0.75 -2.29 -4.06
H 5.76 -3.66 3.44
C -4.29 -3.49 -2.60
C -7.40 -4.70 1.21
O -4.35 -3.63 -5.95
H -0.29 6.96 0.31
O -4.42 2.83 -3.15
H -5.32 -2.63 3.44
C 2.80 -1.77 3.99
H -5.66 -6.28 2.94
H 0.67 1.52 -0.72
H -0.26 0.54 3.03
C 1.88 -1.90 -5.01
H -3.78 -3.50 3.37
O 5.74 -1.18 -0.20
H 1.97 6.43 1.34
H 5.73 4.31 5.37
C 2.89 2.40 6.41
H 4.78 2.05 4.36
H 4.55 0.76 -2.82
H -1.03 2.38 0.69
H 4.09 4.83 5.26
O -3.54 1.75 -4.89
C 4.28 3.16 6.73
O -2.76 1.04 2.35
O 4.98 -1.07 5.40
C 3.58 0.65 -2.33
O -7.41 -5.42 2.30
H -2.24 -3.84 -3.12
C -5.36 -4.43 2.12
H -4.69 -5.14 1.63
C 3.89 -3.07 2.24
H 3.99 -4.08 1.82
H 1.45 -4.50 -3.85
O 4.90 0.89 -0.41
H 1.98 -1.55 4.67
H 3.96 -2.36 1.41
H -0.28 -4.24 -4.15
H 4.54 3.39 3.20
C 0.61 -3.83 -3.67
C 5.09 -2.82 3.22
H 1.53 7.11 -1.25
H -0.69 5.34 0.07
C 1.29 5.61 1.12
O 1.20 -1.78 -2.86
S 4.38 -2.21 4.84
H 5.04 2.42 7.01
C -5.48 2.70 -4.02
C 0.65 0.34 1.10
H 0.84 5.38 2.08
S 2.63 2.59 4.52
H 2.36 -3.85 3.47
H -3.11 -0.69 -4.52
H 2.02 2.76 6.96
C -3.31 2.22 -3.61
H 1.41 1.01 1.52
O -6.30 -4.06 1.08
H -2.95 -1.62 -2.23
H 1.93 -0.84 -5.25
H 3.01 -0.89 3.39
H -4.18 -2.55 2.05
C -3.87 -1.97 -2.70
C -3.70 -1.55 -4.19
O -2.20 2.29 -3.05
H 3.01 -0.12 -2.85
O -8.24 -4.70 0.40
H 4.15 -2.19 -1.10
S 2.18 4.93 -1.44
H -4.63 -1.45 -2.12
H -0.28 0.08 -1.00
H -5.30 -3.52 -2.99
C 5.91 0.12 0.11
C 2.63 -2.88 3.05
H 4.23 3.80 7.61
C 3.95 0.00 -0.98
O 1.72 3.88 -2.34
H 5.14 -1.16 -2.20
O -1.78 -3.16 -5.65
H 1.37 -0.45 0.89
H -4.71 2.95 -6.01
H 3.22 1.62 -2.00
H -4.70 -1.34 -4.57
C 4.36 3.05 4.22
H -3.24 -5.20 -3.77
O 4.10 -3.34 5.66
H 1.97 -2.46 2.29
H -0.30 -1.05 2.47
C 0.88 6.24 -1.22
O 1.74 3.72 4.30
H 0.26 6.42 -2.10
H 5.86 -2.15 2.83
H -5.63 1.39 -5.60
C -6.17 -5.32 2.99
C -0.03 0.83 -0.26
O 0.22 -3.67 -2.34
C -4.65 -3.20 2.78
C 0.94 -2.63 -1.78
H 3.05 -0.04 -0.36
H -6.09 1.91 -3.58
H 2.78 -1.99 -4.39
S -2.05 0.35 1.32
H 2.94 1.34 6.67
C -4.91 2.15 -5.30
C 1.88 4.37 0.39
H 2.03 -2.40 -5.96
H -5.89 4.82 -3.58
H -6.29 -4.90 3.99
H -2.10 1.84 -0.67
O 1.32 -2.51 -0.61
C 4.71 3.94 5.42
H -0.18 -1.74 -4.18
C 4.76 -1.29 -1.18
O 6.67 0.59 1.01
C -6.32 3.99 -4.14
C 0.18 5.99 0.15
H 2.80 3.93 0.76
H -7.37 3.94 -3.86
*
```



2.
# C15H18Cl9N3

A 6-piece molecular cluster, C15H18Cl9N3 overall in a non-equilibrium geometry (wB97M-V/def2-TZVPD, OMol25).

The highest occupied orbital energy is -8.194 eV. The structure (SMILES) is c1cc[nH]c1.c1cc[nH]c1.c1cc[nH]c1.ClC(Cl)Cl.ClC(Cl)Cl.ClC(Cl)Cl. The calculated total energy is -4888.298408 Ha.

Geometry as ORCA input:
```
! RIJCOSX wB97M-V def2-TZVPD def2/J DEFGRID3
* xyz 0 1
H 0.78 1.26 5.67
H -3.49 -0.34 -0.16
N 0.51 0.77 4.83
C 0.87 -0.23 -2.65
C -3.86 -1.71 -3.12
H 0.88 5.93 -0.36
H 1.58 1.84 3.37
C -0.44 -0.75 3.57
Cl -0.07 -0.22 -1.15
C 4.49 -0.53 -0.08
N 1.06 4.10 0.58
Cl -1.34 -3.04 0.87
H -1.04 -1.64 3.39
H 1.54 2.09 1.01
C 2.15 4.33 -1.38
H -4.96 -2.36 -0.24
Cl 3.76 -2.11 0.33
H 4.05 -0.16 -1.01
C -4.57 -2.55 -2.36
C 0.90 1.01 3.51
C -0.28 -0.32 4.89
C -3.76 -0.86 -1.06
H 0.43 4.35 1.33
Cl 1.24 -1.90 -3.07
H 2.95 2.26 -1.38
H -2.68 0.06 -2.77
Cl 0.34 -4.96 -0.58
H -0.66 -0.58 5.86
C 0.36 -0.01 2.71
Cl -2.51 -4.96 -1.00
H -5.09 -3.48 -2.57
H 0.50 -0.15 1.65
C 2.42 3.06 -0.88
Cl 4.23 0.77 1.18
H 2.50 4.78 -2.30
Cl -0.15 0.48 -3.91
H 1.72 0.42 -2.49
C -3.35 -0.68 -2.36
H -3.74 -1.95 -4.17
C 1.32 4.95 -0.46
N -4.51 -2.01 -1.08
C -1.08 -3.91 -0.68
H -0.85 -3.20 -1.47
Cl 6.19 -0.76 -0.31
C 1.67 2.91 0.31
*
```



3.
# C27H48N2O19S4

C27H48N2O19S4 as an isolated structure in a non-equilibrium geometry (wB97M-V/def2-TZVPD, OMol25).

The highest occupied orbital energy is -9.014 eV. The calculated total energy is -4187.912328 Ha.

Geometry as ORCA input:
```
! RIJCOSX wB97M-V def2-TZVPD def2/J DEFGRID3
* xyz 0 1
H -2.27 3.12 -2.25
C -2.19 -2.46 1.56
H 0.53 1.37 -2.21
C -3.38 1.77 -1.65
H 7.27 5.20 -0.92
H 7.20 4.91 0.74
H 2.72 1.10 2.29
C 2.20 0.14 -1.64
C 1.42 -5.89 0.77
H -0.15 -1.86 1.07
C -3.54 -2.00 1.52
C 1.61 -1.60 1.94
H -2.77 1.47 -2.50
C 1.45 0.15 3.73
H -1.13 3.97 -1.46
C 3.32 -1.84 3.95
H -2.87 2.47 -1.00
C -1.19 -2.60 -2.31
H -0.72 2.65 -2.71
C -7.08 1.65 -4.16
H -0.68 -0.04 -0.23
C -2.78 -0.27 -0.06
C 6.61 4.77 -0.17
O -0.82 -0.02 5.31
O 0.30 -0.36 -3.20
H 2.26 2.51 -0.92
H 2.83 0.70 -2.33
O -0.01 0.71 0.64
H 0.06 -4.19 1.18
H -6.76 2.69 -4.24
O 1.84 -3.63 0.02
H -4.90 2.78 -2.83
S -7.26 1.15 -2.36
N 0.00 -0.85 5.52
C -1.28 2.96 -1.83
H 0.65 -0.14 2.46
C 0.90 0.62 1.72
H 1.93 0.42 1.40
C 0.74 0.32 -2.01
H -3.41 0.96 -0.93
H -1.89 -3.25 2.24
H -6.40 0.97 -4.66
H 0.59 -1.27 2.14
C 3.57 -0.74 3.14
H 1.83 -5.73 1.77
H 1.94 -2.48 2.49
O 0.43 -1.63 -0.55
C -1.20 -1.68 0.96
O -5.69 0.98 -2.03
C -3.81 -0.96 0.60
C -1.52 -0.59 0.16
S -1.32 -0.99 -3.17
C 0.70 -4.54 0.37
O -7.78 -0.16 -2.29
O -4.34 -3.70 2.87
C -4.82 2.16 -1.94
O -7.76 2.30 -1.53
H 3.19 1.10 -1.59
O -5.79 -2.32 2.00
O -1.79 -1.20 -4.55
C 2.61 0.26 2.96
H 4.02 -2.66 4.05
O 1.11 2.54 -0.16
H 4.51 -0.73 2.62
H 0.75 -6.75 0.74
H 0.19 -4.83 -0.55
C 2.15 -1.86 4.76
H 5.71 5.38 -0.16
H 5.60 2.88 0.40
H 2.08 -2.64 5.51
O -2.11 -0.09 -2.30
O 2.98 -1.44 -0.47
N -4.63 -2.72 2.21
H -2.08 -3.20 -2.49
H -8.10 1.57 -4.54
H -0.38 -3.17 -2.77
H 0.16 -0.02 -1.15
S 1.69 -1.95 0.07
C 3.24 2.04 -1.03
H 0.63 0.86 3.65
O 3.74 4.62 -1.27
S 4.14 3.35 -1.98
O -0.09 -1.80 6.30
O 3.87 3.12 -3.42
C 6.29 3.25 -0.35
O -1.09 1.99 -0.83
H 2.33 -6.07 0.20
H -4.87 -0.74 0.50
H -5.30 2.82 -1.22
C 1.22 -0.85 4.65
H 0.84 1.54 2.29
H -3.07 0.51 -0.75
C 0.06 1.83 -0.10
H 2.33 -0.80 2.09
O 5.77 2.95 -1.68
H 2.46 0.39 -0.62
H 2.50 -0.88 -1.87
H -1.09 -2.43 -1.24
H 3.75 1.91 -0.08
H 7.26 2.77 -0.28
*
```